(1)
C31H40N4O2S2SeSn as an isolated structure. Source: the OMol25 dataset; level of theory: the ωB97M-V functional and the def2-TZVPD basis.

- energy above the lowest of the compared OMol25 structures with the same formula, charge and spin (kJ/mol) = 12.9
- F_max (hartree/bohr) = 0.0145
- gap between HOMO and LUMO (eV) = 5.122
- net charge = -2

```
81
C31H40N4O2S2SeSn the ωB97M-V functional and the def2-TZVPD basis
Sn -0.428 -0.116 0.490
Se -1.682 1.804 -2.535
S 0.485 0.178 2.913
S -1.178 2.409 1.003
O -4.188 -2.103 1.295
O -2.305 -0.899 1.273
N -3.984 3.025 -1.338
N -2.256 4.361 -1.409
N 0.302 2.249 5.964
N -1.617 4.865 3.719
C -4.530 6.756 0.295
C -5.572 4.616 -0.177
C 0.265 4.470 -4.538
C -0.049 -4.057 -0.031
C 2.035 -1.170 -1.229
C -3.099 -1.774 -0.797
C -0.888 4.854 -1.537
C -0.739 5.867 -2.665
C 1.159 -0.518 -3.574
C -2.676 3.103 -1.735
C -1.274 3.850 3.295
C -5.933 1.843 -2.309
C -5.634 5.903 0.344
C -0.940 5.275 -4.061
C -4.378 4.220 -0.751
C 0.079 2.013 4.859
C -0.836 2.597 2.698
C 1.715 -2.133 -0.248
C 0.633 -2.910 -0.732
C -3.279 5.070 -0.797
C 2.512 -2.341 1.015
C 1.158 -1.340 -2.313
C 0.285 -2.407 -2.008
C -0.170 1.699 3.460
C -4.789 1.808 -1.303
C -3.242 -1.586 0.704
C -0.736 -3.001 -2.943
C 3.169 -0.186 -1.159
C -5.464 1.895 -3.763
C -4.909 0.558 -4.247
C -3.330 6.347 -0.275
H 0.092 4.042 -5.528
H -6.306 2.193 -4.394
H -4.603 7.748 0.721
H -4.015 -2.185 -1.222
H -4.118 0.980 -1.502
H 0.471 3.635 -3.865
H 2.596 -1.435 1.626
H 2.151 -0.477 -4.043
H -1.366 -2.242 -3.423
H -4.530 0.635 -5.269
H -4.701 2.672 -3.870
H -2.825 -0.838 -1.288
H 0.407 -4.255 0.942
H -6.417 3.944 -0.113
H -0.615 5.289 -0.576
H -1.410 -3.684 -2.417
H -2.464 6.996 -0.287
H 0.268 6.292 -2.589
H 4.099 -0.568 -1.608
H 0.472 -0.934 -4.317
H -5.159 1.691 -0.284
H 3.540 -2.667 0.806
H -0.272 -3.584 -3.752
H -0.258 3.981 -1.686
H 0.008 -4.991 -0.605
H 1.158 5.101 -4.593
H -5.687 -0.212 -4.231
H 3.408 0.083 -0.125
H -4.077 0.219 -3.626
H -2.265 -2.454 -0.984
H 2.061 -3.104 1.657
H -6.530 0.938 -2.154
H -1.149 6.084 -4.766
H -6.552 6.243 0.806
H -1.443 6.689 -2.504
H -1.112 -3.870 0.162
H 0.855 0.522 -3.409
H 2.929 0.747 -1.682
H -1.821 4.626 -4.054
H -6.584 2.694 -2.091
```


(2)
C31H41Ge2N3OPt as an isolated structure. Source: the OMol25 dataset; level of theory: the ωB97M-V functional and the def2-TZVPD basis.

- 2S+1 = 2
- energy above the lowest of the compared OMol25 structures with the same formula, charge and spin (kJ/mol) = 189.6
- F_max (hartree/bohr) = 0.0607
- gap between HOMO and LUMO (alpha / beta) (eV) = 5.099 / 5.358
- net charge = +1
- expectation value of S² = 0.7614

```
79
C31H41Ge2N3OPt the ωB97M-V functional and the def2-TZVPD basis
Pt -1.143 -0.151 -0.581
Ge 0.689 1.296 -0.169
Ge 0.707 3.458 -1.494
O -2.720 1.131 -2.304
N -2.714 -0.164 1.160
N -0.634 -1.627 -2.316
N -1.002 -2.116 0.345
C 2.271 4.656 -1.192
C 0.164 -4.273 0.131
C 0.610 3.073 -3.455
C 0.716 2.465 4.459
C -1.196 -2.024 1.692
C 4.292 -0.203 -1.883
C 1.616 -4.530 -1.768
C -0.526 -2.775 2.674
C 0.827 0.830 2.714
C -0.281 -3.025 -0.350
C 0.792 1.141 4.060
C -0.844 -2.650 4.011
C 1.123 -4.987 -0.553
C -2.409 -0.917 3.483
C 4.480 -1.396 -1.204
C -2.108 -1.028 2.141
C -1.806 -1.746 4.420
C -3.938 -0.780 0.647
C 3.585 -1.784 -0.223
C 0.694 3.471 3.507
C 0.791 1.823 1.742
C 1.068 -3.398 -2.346
C 0.094 -2.672 -1.686
C -2.940 1.198 1.632
C 0.023 -0.933 -3.410
C -0.975 4.430 -0.986
C 2.303 0.230 -0.591
C 2.501 -0.980 0.068
C 0.723 3.146 2.162
C -1.955 -2.120 -2.712
C 3.209 0.602 -1.578
H -0.327 -3.253 4.742
H -3.702 -1.735 0.174
H 2.382 4.936 -0.150
H -3.660 1.215 -2.124
H 0.859 -0.207 2.413
H 0.816 0.350 4.795
H 2.374 -5.083 -2.300
H -1.326 5.014 -1.833
H 0.680 2.711 5.507
H 5.327 -2.020 -1.437
H -0.791 5.117 -0.165
H -0.280 -4.685 1.022
H -2.350 2.020 -2.342
H -0.283 2.519 -3.729
H -4.650 -0.961 1.461
H 0.643 4.504 3.819
H 1.392 -3.104 -3.331
H 1.493 -5.913 -0.142
H -2.466 -2.569 -1.859
H 4.995 0.098 -2.646
H 0.284 -3.423 2.385
H 0.689 3.938 1.426
H -1.850 -2.887 -3.488
H 0.039 -1.536 -4.322
H 3.732 -2.713 0.310
H 3.074 1.539 -2.107
H 1.477 2.511 -3.790
H 1.795 -1.295 0.825
H 2.108 5.558 -1.774
H 3.196 4.197 -1.524
H -2.548 -1.294 -3.099
H -2.049 1.553 2.148
H -3.802 1.270 2.300
H -4.407 -0.127 -0.085
H -3.123 1.843 0.774
H 0.598 4.021 -3.986
H -3.108 -0.173 3.830
H -2.072 -1.658 5.462
H 1.039 -0.676 -3.117
H -0.525 -0.014 -3.619
H -1.761 3.744 -0.673
```


(3)
C31H41GeN7S2W as an isolated structure. Source: the OMol25 dataset; level of theory: the ωB97M-V functional and the def2-TZVPD basis.

- 2S+1 = 2
- energy above the lowest of the compared OMol25 structures with the same formula, charge and spin (kJ/mol) = 211.3
- F_max (hartree/bohr) = 0.0860
- gap between HOMO and LUMO (alpha / beta) (eV) = 3.421 / 3.547
- net charge = +3
- expectation value of S² = 0.7701

```
83
C31H41GeN7S2W the ωB97M-V functional and the def2-TZVPD basis
W -1.274 -0.274 0.063
Ge 1.106 0.833 0.276
S -0.133 -2.205 1.208
S -0.092 -5.009 -0.020
N -0.939 0.991 -1.638
N -3.471 -0.049 -1.808
N -2.986 -1.820 0.633
N -0.609 -2.839 -1.332
N -3.272 0.980 0.836
N -1.245 0.189 2.456
N -0.748 -1.513 -1.487
C 2.855 -1.880 -0.677
C 2.336 1.509 4.276
C 4.630 -3.100 -1.754
C -3.948 1.772 -0.223
C 1.048 2.847 0.387
C 3.500 0.774 4.419
C 3.545 -3.059 -0.879
C -4.503 0.917 -1.363
C -2.069 1.290 3.006
C -0.875 3.081 -2.827
C -0.391 1.074 -4.016
C 4.712 0.428 -2.920
C -4.358 -1.305 0.848
C -0.323 -3.307 -0.160
C 1.607 1.426 3.104
C -0.538 2.438 -4.030
C 3.936 -0.042 3.391
C 2.945 1.647 -1.842
C 4.338 -0.733 -2.218
C 5.025 -1.952 -2.409
C 3.224 -0.687 -1.324
C -4.270 0.082 1.488
C 2.536 0.539 -1.109
C 2.036 0.600 2.067
C -0.600 0.360 -2.818
C 4.014 1.603 -2.732
C 3.181 -0.155 2.232
C 0.467 -5.215 1.694
C -2.810 1.965 1.847
C -1.057 2.336 -1.690
C -0.503 -1.035 -2.703
H -0.229 -1.699 -3.510
H -0.390 3.000 -4.936
H 0.901 3.371 -0.551
H -4.812 1.589 -2.171
H 1.996 2.161 5.067
H -5.407 0.400 -1.039
H 5.888 -1.971 -3.059
H 0.467 -6.288 1.876
H -4.895 -1.288 -0.098
H 3.525 -0.805 1.440
H 4.859 -0.592 3.479
H 2.448 2.593 -1.704
H -3.010 -2.526 -0.112
H -5.257 0.555 1.474
H -0.209 -4.725 2.388
H -1.264 2.828 -0.749
H 0.758 2.086 2.974
H -1.452 2.033 3.522
H -4.764 2.361 0.215
H -2.714 -2.348 1.472
H 3.256 -3.961 -0.360
H -3.235 2.484 -0.640
H 0.296 3.207 1.087
H -3.993 -0.060 2.534
H -4.934 -1.961 1.509
H -3.935 -0.906 -2.106
H 5.534 0.392 -3.618
H 2.017 3.147 0.775
H 1.990 -1.863 -0.024
H -2.764 0.902 3.754
H -2.133 2.670 1.350
H 1.473 -4.818 1.798
H -0.259 0.369 2.702
H -0.988 4.151 -2.778
H -3.052 0.317 -2.664
H -3.662 2.532 2.247
H 4.297 2.497 -3.267
H 5.150 -4.030 -1.927
H -0.128 0.521 -4.903
H 4.061 0.849 5.337
H -1.459 -0.675 2.963
```


(4)
C31H42CrN3OP as an isolated structure. Source: the OMol25 dataset; level of theory: the ωB97M-V functional and the def2-TZVPD basis.

- 2S+1 = 4
- energy above the lowest of the compared OMol25 structures with the same formula, charge and spin (kJ/mol) = 135.2
- F_max (hartree/bohr) = 0.0606
- gap between HOMO and LUMO (alpha / beta) (eV) = 2.940 / 3.507
- net charge = -1
- expectation value of S² = 3.8651

```
79
C31H42CrN3OP the ωB97M-V functional and the def2-TZVPD basis
Cr 0.892 -0.531 -0.608
P -0.444 -1.372 5.799
O -0.441 -1.270 4.301
N -0.825 -1.527 -1.429
N -0.525 -0.354 -3.303
N -2.913 -0.891 0.910
C 0.393 1.112 2.069
C -0.569 -2.427 -2.468
C 2.284 -0.340 0.956
C -1.570 1.747 -3.488
C -0.619 -1.636 0.002
C 0.911 -2.434 6.365
C -1.997 -2.071 6.415
C -1.896 -1.782 0.843
C -0.229 0.237 6.608
C 0.142 1.178 -5.140
C 0.065 2.498 -5.615
C -0.790 3.441 -5.031
C 1.317 0.760 0.951
C 1.140 0.226 -5.726
C -0.695 0.815 -4.075
C -3.008 -3.156 2.502
C 1.497 1.487 -0.299
C -2.333 1.315 -2.306
C -1.631 3.046 -3.991
C -3.892 -1.026 1.813
C -1.982 -2.989 1.578
C 2.544 0.835 -1.048
C 0.800 2.748 -0.703
C 4.159 -1.181 -0.640
C 2.533 -1.291 2.078
C 3.128 1.318 -2.331
C -3.954 -2.130 2.689
C 3.018 -0.292 -0.284
C -0.412 -1.697 -3.612
C -0.638 -0.226 -1.934
C -0.832 4.876 -5.452
H -0.001 3.018 0.004
H -0.718 -3.487 -2.342
H -2.331 3.760 -3.542
H 3.833 2.144 -2.165
H -0.960 0.942 6.193
H 3.332 -0.940 2.747
H 3.700 0.523 -2.825
H 1.632 -1.444 2.684
H 4.349 -1.149 -1.716
H -1.541 0.777 -1.573
H 0.336 2.641 -1.698
H 1.515 3.584 -0.759
H -1.235 -3.753 1.370
H 5.097 -0.883 -0.152
H -0.370 0.171 7.695
H 1.901 -0.102 -4.999
H -2.862 2.153 -1.850
H -3.060 -4.079 3.079
H -4.720 -2.146 3.472
H 1.683 0.704 -6.556
H 3.960 -2.214 -0.327
H 0.781 0.612 6.398
H -0.103 5.074 -6.240
H 0.006 0.220 2.588
H 0.687 2.811 -6.460
H 0.958 -3.306 5.701
H 0.769 -2.769 7.400
H -4.697 -0.264 1.852
H -1.911 -2.392 7.461
H 0.641 -0.664 -6.138
H 2.345 1.702 -3.002
H 0.901 1.734 2.823
H -2.792 -1.318 6.333
H -1.833 5.145 -5.816
H -2.267 -2.931 5.791
H -0.620 5.532 -4.596
H 1.856 -1.881 6.288
H -0.484 1.661 1.698
H 0.076 -2.453 0.279
H -3.077 0.545 -2.557
H -0.267 -2.029 -4.620
H 2.860 -2.262 1.682
```


(5)
C31H42GeN6O2Sr as an isolated structure. Source: the OMol25 dataset; level of theory: the ωB97M-V functional and the def2-TZVPD basis.

- energy above the lowest of the compared OMol25 structures with the same formula, charge and spin (kJ/mol) = 145.2
- F_max (hartree/bohr) = 0.0118
- gap between HOMO and LUMO (eV) = 5.452

```
83
C31H42GeN6O2Sr the ωB97M-V functional and the def2-TZVPD basis
Sr 0.697 -0.445 -1.025
Ge 0.048 1.842 1.063
O -2.737 -2.402 -3.174
O -0.738 -2.148 -2.195
N 2.493 -2.396 -0.397
N -4.159 -3.906 -0.091
N -1.383 0.675 -2.511
N -1.845 -3.822 -0.242
N 3.996 -4.250 0.517
N -3.010 -1.956 0.405
C -4.171 -1.075 0.263
C 1.706 -3.618 -0.167
C 3.599 1.950 -2.221
C 3.571 -2.690 -1.354
C 0.800 4.231 2.683
C 1.502 2.141 -0.330
C 2.627 -4.743 0.374
C 1.842 4.141 4.849
C -2.729 2.591 0.507
C -2.288 4.946 -0.865
C -1.413 3.019 0.334
C 2.334 2.356 -2.617
C 3.094 -1.975 0.887
C 1.254 2.113 3.697
C -2.295 -0.353 -1.996
C -3.779 -0.025 -2.084
C 1.341 4.880 3.785
C -3.808 3.317 0.019
C -1.907 -1.749 -2.546
C -0.195 -0.039 1.197
C -3.009 -3.209 0.016
C 3.835 1.667 -0.879
C -3.588 4.495 -0.681
C 1.795 2.755 4.805
C -1.219 4.218 -0.355
C 4.483 -3.811 -0.789
C 3.994 -3.110 1.437
C 0.752 2.840 2.619
C 1.306 2.453 -1.679
C -4.652 -0.914 -1.188
C 2.802 1.762 0.045
H -3.854 -0.121 0.683
H -1.176 -3.246 -0.766
H -1.536 0.886 -3.492
H -2.107 5.869 -1.404
H -5.027 -3.433 0.091
H 3.115 -2.985 -2.302
H -4.197 -4.654 -0.761
H 2.178 2.173 5.636
H 1.213 1.029 3.656
H -1.899 -4.783 -0.538
H -4.423 5.062 -1.074
H 4.131 -1.768 -1.525
H -3.908 1.021 -1.793
H -5.660 -0.493 -1.141
H -4.117 -0.135 -3.117
H 5.510 -3.462 -0.671
H 0.403 4.824 1.866
H 0.327 2.767 -2.019
H 2.288 -5.091 1.352
H 3.670 -1.065 0.699
H 2.995 1.522 1.086
H -2.894 1.662 1.045
H 3.640 -3.457 2.409
H 4.503 -4.676 -1.455
H -0.772 -0.202 2.122
H -0.212 4.597 -0.503
H -4.984 -1.433 0.901
H 2.263 4.645 5.711
H 2.640 -5.603 -0.298
H 5.025 -2.774 1.563
H -4.822 2.966 0.181
H 2.141 2.595 -3.656
H -2.031 -0.366 -0.933
H -4.741 -1.895 -1.659
H 2.280 -1.701 1.560
H 4.827 1.376 -0.555
H 4.400 1.869 -2.945
H -1.552 1.533 -1.988
H 1.233 -3.897 -1.112
H 1.370 5.962 3.816
H 0.923 -3.368 0.550
H -2.107 -1.509 0.661
```


(6)
C31H43Cl2HfOP3S as an isolated structure. Source: the OMol25 dataset; level of theory: the ωB97M-V functional and the def2-TZVPD basis.

- energy above the lowest of the compared OMol25 structures with the same formula, charge and spin (kJ/mol) = 0.0
- F_max (hartree/bohr) = 0.0762
- gap between HOMO and LUMO (eV) = 6.494
- net charge = +2

```
82
C31H43Cl2HfOP3S the ωB97M-V functional and the def2-TZVPD basis
Hf -2.692 2.033 -1.395
Cl -3.713 3.965 -2.147
Cl -3.673 0.022 -2.171
S -3.939 1.614 0.849
P -1.264 1.843 -3.638
P 0.273 -2.538 0.662
P 1.366 4.021 0.543
O 0.975 1.144 1.601
C -5.571 2.324 0.422
C 1.207 -4.916 -0.465
C 4.299 -2.346 1.233
C 2.018 -2.113 0.488
C 4.750 -1.887 -0.009
C 2.938 -2.457 1.494
C 0.533 1.219 0.222
C 0.193 2.891 -3.910
C 0.167 -4.245 2.872
C 1.075 -6.252 -0.830
C 0.186 2.706 0.015
C -0.178 -1.877 3.335
C -1.215 -4.718 -0.315
C -2.391 2.378 -4.974
C 3.049 3.542 0.126
C -0.651 -1.148 0.063
C 0.257 -4.498 4.236
C -0.996 3.113 -0.508
C -0.193 -6.825 -0.946
C 0.064 -4.142 -0.182
C 1.084 5.636 -0.224
C 0.145 -3.452 5.155
C 2.461 -1.637 -0.754
C -0.709 0.217 -4.244
C -3.383 2.804 2.102
C -0.086 -2.150 4.706
C 1.248 4.265 2.321
C 3.831 -1.527 -0.994
C -1.334 -6.058 -0.698
C 0.000 -2.920 2.413
C -0.487 0.152 -0.059
H 0.242 -3.655 6.222
H 1.391 1.001 -0.436
H 3.200 3.605 -0.960
H 0.430 -5.520 4.577
H 1.211 0.221 1.831
H -1.559 -0.475 -4.266
H 1.974 -6.846 -1.003
H 2.580 -2.834 2.456
H -0.374 -0.861 2.986
H -5.862 3.116 1.124
H 0.372 4.885 2.550
H -3.615 2.373 3.086
H 3.748 4.228 0.627
H 1.294 5.596 -1.299
H -0.286 -7.876 -1.224
H -5.541 2.714 -0.603
H -0.274 0.292 -5.251
H -3.900 3.763 1.983
H -6.280 1.489 0.489
H -0.080 3.948 -3.799
H 1.736 -1.385 -1.534
H 5.010 -2.633 2.004
H 0.628 2.736 -4.907
H -1.599 -1.551 -0.338
H -2.105 -4.130 -0.078
H -2.321 -6.512 -0.780
H -1.920 2.198 -5.947
H -0.175 -1.334 5.418
H 0.062 5.999 -0.065
H 0.256 -5.066 2.158
H 4.171 -1.171 -1.965
H 0.042 -0.201 -3.562
H -2.300 2.944 2.011
H 5.818 -1.813 -0.207
H 1.779 6.351 0.239
H -1.136 4.209 -0.567
H -3.329 1.813 -4.916
H 1.154 3.282 2.798
H 2.161 4.774 2.662
H 2.205 -4.482 -0.349
H 3.227 2.517 0.470
H 0.951 2.661 -3.152
H -2.635 3.441 -4.875
```


The calculation returns the following total energy values, one per record and in order: -135704.0376; -155601.7208; -123229.6929; -77052.8105; -103215.4396; -99934.3520 eV.